<w>
C4H12N2S | the ωB97M-V functional and the def2-TZVPD basis

Element x y z (Å)
N1 1.43 -2.65 -1.94
C1 0.43 -1.79 -2.69
C2 0.21 -0.50 -1.87
N2 0.25 -0.59 -0.32
C3 0.52 0.56 0.55
C4 -0.60 1.68 0.86
S1 -1.22 1.60 2.66
H1 1.61 -2.26 -0.95
H2 2.35 -2.82 -2.38
H3 0.85 -1.64 -3.64
H4 -0.51 -2.26 -2.66
H5 -0.82 -0.11 -2.12
H6 1.11 0.21 -2.23
H7 -0.61 -1.11 0.07
H8 1.41 1.20 0.29
H9 1.00 0.15 1.61
H10 -0.39 2.67 0.50
H11 -1.48 1.27 0.46
H12 -0.15 2.23 3.24

Computed properties:
HOMO-LUMO gap (eV): 9.71
HOMO level (eV): -8.8

What are the Mulliken partial charges on each atom? They are as follows, in elementary charge units: atom 1 (N): -0.596, atom 2 (C): -0.479, atom 3 (C): -0.418, atom 4 (N): -0.298, atom 5 (C): -0.608, atom 6 (C): -0.625, atom 7 (S): -0.239, atom 8 (H): 0.257, atom 9 (H): 0.228, atom 10 (H): 0.323, atom 11 (H): 0.253, atom 12 (H): 0.297, atom 13 (H): 0.285, atom 14 (H): 0.220, atom 15 (H): 0.315, atom 16 (H): 0.327, atom 17 (H): 0.411, atom 18 (H): 0.226, atom 19 (H): 0.120


<x>
C4H12N2S | the ωB97M-V functional and the def2-TZVPD basis

Element x y z (Å)
C1 -1.13 1.73 -1.80
N1 0.05 1.82 -0.94
C2 0.38 0.67 -0.09
C3 -0.33 0.90 1.26
N2 0.04 0.00 2.32
C4 0.01 -0.67 -0.76
S1 0.69 -2.13 0.04
H1 -1.10 0.90 -2.52
H2 -1.29 2.66 -2.33
H3 -2.00 1.55 -1.16
H4 0.85 2.15 -1.45
H5 1.45 0.68 0.10
H6 0.01 1.90 1.55
H7 -1.41 1.01 1.08
H8 -0.29 0.26 3.24
H9 -0.11 -0.98 2.16
H10 0.29 -0.61 -1.80
H11 -1.08 -0.73 -0.73
H12 1.05 -2.79 -1.07

Computed properties:
HOMO-LUMO gap (eV): 9.32
HOMO level (eV): -8.5

What are the Mulliken partial charges on each atom? They are as follows, in elementary charge units: atom 1 (C): -0.899, atom 2 (N): -0.347, atom 3 (C): 0.065, atom 4 (C): -0.613, atom 5 (N): -0.452, atom 6 (C): -0.770, atom 7 (S): -0.244, atom 8 (H): 0.285, atom 9 (H): 0.347, atom 10 (H): 0.274, atom 11 (H): 0.269, atom 12 (H): 0.380, atom 13 (H): 0.339, atom 14 (H): 0.204, atom 15 (H): 0.221, atom 16 (H): 0.094, atom 17 (H): 0.407, atom 18 (H): 0.302, atom 19 (H): 0.139


<y>
C4H12N2S | the ωB97M-V functional and the def2-TZVPD basis

Element x y z (Å)
C1 -0.46 -1.04 1.47
N1 -0.40 -1.82 0.13
C2 0.20 -0.83 -0.81
C3 1.48 -0.18 -0.28
S1 2.54 0.69 -1.43
C4 -0.82 0.27 -1.18
N2 -1.26 1.02 0.08
H1 0.56 -1.01 1.98
H2 -1.14 -1.50 2.11
H3 -1.10 0.23 1.01
H4 0.16 -2.70 0.09
H5 0.48 -1.34 -1.86
H6 2.02 -0.89 0.34
H7 1.03 0.52 0.34
H8 0.76 2.94 0.49
H9 0.20 3.38 0.87
H10 -1.88 -0.22 -1.47
H11 -0.21 1.12 -1.75
H12 -2.17 1.37 -0.14

Computed properties:
HOMO-LUMO gap (eV): 4.21
HOMO level (eV): -7.6

What are the Mulliken partial charges on each atom? They are as follows, in elementary charge units: atom 1 (C): -0.539, atom 2 (N): -0.451, atom 3 (C): -0.157, atom 4 (C): -0.615, atom 5 (S): -0.192, atom 6 (C): -0.367, atom 7 (N): -0.417, atom 8 (H): 0.235, atom 9 (H): 0.369, atom 10 (H): 0.272, atom 11 (H): 0.325, atom 12 (H): 0.282, atom 13 (H): 0.337, atom 14 (H): 0.148, atom 15 (H): -0.225, atom 16 (H): 0.221, atom 17 (H): 0.363, atom 18 (H): 0.163, atom 19 (H): 0.245


<z>
C4H12N2S | the ωB97M-V functional and the def2-TZVPD basis

Element x y z (Å)
C1 -1.55 -0.17 -0.59
N1 -0.16 0.16 -0.32
C2 0.24 0.03 1.07
C3 1.78 -0.20 1.23
S1 2.52 -1.40 -0.03
C4 -2.58 0.89 -0.13
N2 -2.41 2.12 -0.92
H1 -1.80 -1.14 -0.12
H2 -1.66 -0.24 -1.67
H3 0.76 -1.96 -1.48
H4 -0.05 0.97 1.53
H5 -0.18 -0.75 1.72
H6 2.03 -0.67 2.17
H7 2.35 0.70 0.98
H8 -3.47 0.27 -0.19
H9 -2.56 1.22 0.92
H10 -1.72 1.92 -1.66
H11 0.39 -0.47 -0.91
H12 -1.96 2.83 -0.35

Computed properties:
HOMO-LUMO gap (eV): 6.78
HOMO level (eV): -9.0

What are the Mulliken partial charges on each atom? They are as follows, in elementary charge units: atom 1 (C): -0.911, atom 2 (N): -0.138, atom 3 (C): -0.599, atom 4 (C): -0.512, atom 5 (S): -0.208, atom 6 (C): -0.412, atom 7 (N): -0.645, atom 8 (H): 0.490, atom 9 (H): 0.461, atom 10 (H): 0.142, atom 11 (H): 0.274, atom 12 (H): 0.291, atom 13 (H): 0.395, atom 14 (H): 0.333, atom 15 (H): 0.267, atom 16 (H): 0.269, atom 17 (H): 0.291, atom 18 (H): -0.071, atom 19 (H): 0.284


Name the least stable of them. <y>.


<w>
C4H12N2S | the ωB97M-V functional and the def2-TZVPD basis

Element x y z (Å)
C1 0.14 2.11 -1.82
N1 -0.84 1.07 -1.48
C2 -0.54 0.24 -0.34
C3 -0.22 1.16 0.87
N2 -0.52 0.58 2.17
C4 0.55 -0.80 -0.62
S1 0.68 -2.13 0.61
H1 -0.14 3.05 -1.36
H2 1.18 1.88 -1.58
H3 0.09 2.30 -2.89
H4 -1.00 0.48 -2.29
H5 -1.43 -0.29 -0.02
H6 -0.81 2.06 0.73
H7 0.84 1.42 0.77
H8 -0.66 -0.42 2.12
H9 0.21 0.78 2.83
H10 0.33 -1.26 -1.59
H11 1.51 -0.29 -0.75
H12 0.11 -3.06 -0.16

Computed properties:
HOMO-LUMO gap (eV): 9.47
HOMO level (eV): -8.7

What are the Mulliken partial charges on each atom? They are as follows, in elementary charge units: atom 1 (C): -0.873, atom 2 (N): -0.420, atom 3 (C): -0.040, atom 4 (C): -0.553, atom 5 (N): -0.606, atom 6 (C): -0.707, atom 7 (S): -0.236, atom 8 (H): 0.270, atom 9 (H): 0.257, atom 10 (H): 0.360, atom 11 (H): 0.306, atom 12 (H): 0.400, atom 13 (H): 0.311, atom 14 (H): 0.254, atom 15 (H): 0.230, atom 16 (H): 0.255, atom 17 (H): 0.395, atom 18 (H): 0.263, atom 19 (H): 0.135


<x>
C4H12N2S | the ωB97M-V functional and the def2-TZVPD basis

Element x y z (Å)
C1 -0.57 -0.66 2.17
N1 -1.11 -0.94 0.86
C2 -0.32 -0.48 -0.29
C3 -0.50 1.01 -0.56
N2 0.11 1.37 -1.86
C4 1.14 -0.86 -0.03
S1 2.33 -0.98 -1.49
H1 0.00 0.28 2.23
H2 0.08 -1.45 2.54
H3 -1.35 -0.45 2.91
H4 -2.05 -0.59 0.72
H5 -0.63 -1.02 -1.19
H6 -1.53 1.37 -0.58
H7 0.03 1.66 0.15
H8 0.46 2.31 -1.91
H9 -0.54 1.27 -2.63
H10 1.27 -1.78 0.51
H11 1.65 -0.03 0.47
H12 1.53 -0.02 -2.02

Computed properties:
HOMO-LUMO gap (eV): 9.27
HOMO level (eV): -8.4

What are the Mulliken partial charges on each atom? They are as follows, in elementary charge units: atom 1 (C): -0.849, atom 2 (N): -0.411, atom 3 (C): 0.058, atom 4 (C): -0.532, atom 5 (N): -0.535, atom 6 (C): -0.919, atom 7 (S): -0.266, atom 8 (H): 0.262, atom 9 (H): 0.264, atom 10 (H): 0.353, atom 11 (H): 0.291, atom 12 (H): 0.303, atom 13 (H): 0.323, atom 14 (H): 0.312, atom 15 (H): 0.188, atom 16 (H): 0.185, atom 17 (H): 0.427, atom 18 (H): 0.312, atom 19 (H): 0.236


<y>
C4H12N2S | the ωB97M-V functional and the def2-TZVPD basis

Element x y z (Å)
C1 -3.46 3.36 -0.03
C2 2.98 -2.14 -0.01
C3 -2.50 2.65 -0.56
C4 1.77 -1.87 0.88
N1 1.34 0.47 -0.53
N2 -0.57 -1.53 -0.35
S1 0.57 -0.47 0.44
H1 -3.39 4.39 0.28
H2 -0.92 -1.90 0.46
H3 -4.50 3.16 -0.17
H4 3.51 -1.26 -0.20
H5 3.66 -2.94 0.42
H6 2.61 -2.62 -0.91
H7 -2.46 1.66 -0.98
H8 -1.44 2.91 -0.29
H9 2.06 -1.83 1.90
H10 1.00 -2.67 0.91
H11 0.91 1.42 -0.52
H12 -1.15 -0.80 -0.75

Computed properties:
HOMO-LUMO gap (eV): 9.26
HOMO level (eV): -8.5

What are the Mulliken partial charges on each atom? They are as follows, in elementary charge units: atom 1 (C): -0.512, atom 2 (C): -1.081, atom 3 (C): -0.286, atom 4 (C): -0.395, atom 5 (N): -0.621, atom 6 (N): -0.612, atom 7 (S): 0.206, atom 8 (H): 0.238, atom 9 (H): 0.271, atom 10 (H): 0.273, atom 11 (H): 0.358, atom 12 (H): 0.328, atom 13 (H): 0.266, atom 14 (H): 0.173, atom 15 (H): 0.117, atom 16 (H): 0.468, atom 17 (H): 0.266, atom 18 (H): 0.243, atom 19 (H): 0.301


Name the least stable of them. <y>.


<w>
C4H12N2S | the ωB97M-V functional and the def2-TZVPD basis

Element x y z (Å)
C1 -1.92 -0.67 1.18
N1 -1.39 -0.42 -0.21
C2 0.05 -0.12 -0.23
C3 1.00 -1.18 -0.69
N2 2.40 -0.80 -0.55
C4 0.28 1.28 -0.75
S1 0.18 2.69 0.61
H1 -1.55 0.04 1.93
H2 -1.41 -1.58 1.50
H3 -2.99 -0.49 1.17
H4 -1.93 0.36 -0.56
H5 0.28 -0.02 0.85
H6 0.85 -2.15 -0.20
H7 0.82 -1.39 -1.77
H8 3.05 -1.55 -0.36
H9 2.60 -0.02 0.05
H10 -0.50 1.52 -1.46
H11 1.27 1.57 -1.06
H12 -1.10 2.92 0.56

Computed properties:
HOMO-LUMO gap (eV): 9.72
HOMO level (eV): -8.9

What are the Mulliken partial charges on each atom? They are as follows, in elementary charge units: atom 1 (C): -0.934, atom 2 (N): -0.441, atom 3 (C): 0.448, atom 4 (C): -0.585, atom 5 (N): -0.477, atom 6 (C): -1.079, atom 7 (S): -0.202, atom 8 (H): 0.315, atom 9 (H): 0.311, atom 10 (H): 0.346, atom 11 (H): 0.281, atom 12 (H): 0.210, atom 13 (H): 0.277, atom 14 (H): 0.229, atom 15 (H): 0.213, atom 16 (H): 0.198, atom 17 (H): 0.386, atom 18 (H): 0.409, atom 19 (H): 0.098


<x>
C4H12N2S | the ωB97M-V functional and the def2-TZVPD basis

Element x y z (Å)
C1 -1.13 0.09 -2.01
N1 -1.69 -0.21 -0.68
C2 -0.68 -0.92 0.17
C3 0.28 0.13 0.71
N2 -0.28 1.02 1.72
C4 1.67 -0.44 1.03
S1 3.11 0.66 1.18
H1 -0.65 1.07 -1.98
H2 -1.93 0.23 -2.72
H3 -0.40 -0.62 -2.41
H4 -2.34 -0.97 -0.91
H5 -1.30 -1.28 0.98
H6 -0.22 -1.69 -0.44
H7 0.52 0.80 -0.12
H8 -1.22 0.78 2.00
H9 -0.19 1.96 1.39
H10 1.65 -1.10 1.86
H11 1.92 -1.00 0.13
H12 2.89 1.47 0.13

Computed properties:
HOMO-LUMO gap (eV): 9.67
HOMO level (eV): -8.8

What are the Mulliken partial charges on each atom? They are as follows, in elementary charge units: atom 1 (C): -0.893, atom 2 (N): -0.403, atom 3 (C): -1.016, atom 4 (C): 0.447, atom 5 (N): -0.601, atom 6 (C): -0.609, atom 7 (S): -0.233, atom 8 (H): 0.263, atom 9 (H): 0.379, atom 10 (H): 0.307, atom 11 (H): 0.267, atom 12 (H): 0.390, atom 13 (H): 0.463, atom 14 (H): 0.026, atom 15 (H): 0.241, atom 16 (H): 0.226, atom 17 (H): 0.343, atom 18 (H): 0.308, atom 19 (H): 0.095


Name the least stable of them. <w>.


<w>
C7H11N | the ωB97M-V functional and the def2-TZVPD basis

Element x y z (Å)
C1 -1.15 0.29 -0.34
C2 0.14 0.22 -0.40
C3 1.06 -0.76 -1.02
C4 0.71 -2.08 -1.93
N1 1.28 -2.14 -0.51
C5 0.81 1.12 0.76
C6 -0.51 1.68 1.47
C7 -1.52 0.99 0.89
H1 -1.93 0.09 -1.10
H2 2.25 -0.52 -1.29
H3 1.56 -2.52 -2.58
H4 -0.32 -2.42 -2.09
H5 0.37 -2.66 0.04
H6 1.19 0.46 1.62
H7 1.51 1.91 0.36
H8 -0.63 2.60 1.13
H9 -0.44 2.02 2.57
H10 -1.77 0.07 1.51
H11 -2.60 1.65 0.92

Computed properties:
HOMO-LUMO gap (eV): 9.68
HOMO level (eV): -8.7

What are the Mulliken partial charges on each atom? They are as follows, in elementary charge units: atom 1 (C): -0.580, atom 2 (C): 0.063, atom 3 (C): -0.114, atom 4 (C): -0.419, atom 5 (N): -0.512, atom 6 (C): -0.447, atom 7 (C): -0.855, atom 8 (C): -0.061, atom 9 (H): 0.405, atom 10 (H): 0.163, atom 11 (H): 0.209, atom 12 (H): 0.297, atom 13 (H): 0.267, atom 14 (H): 0.266, atom 15 (H): 0.345, atom 16 (H): 0.265, atom 17 (H): 0.322, atom 18 (H): 0.146, atom 19 (H): 0.242


<x>
C7H11N | the ωB97M-V functional and the def2-TZVPD basis

Element x y z (Å)
C1 -2.53 -0.65 0.16
C2 -1.47 0.40 -0.18
C3 0.82 -0.13 -0.97
C4 1.27 1.20 -0.23
C5 0.84 0.34 0.92
C6 1.92 -0.67 0.81
C7 1.91 -1.05 -0.52
H1 -2.34 -1.55 -0.38
H2 -2.49 -0.90 1.22
H3 -3.47 -0.13 -0.06
H4 -1.58 1.24 0.51
H5 -1.45 0.74 -1.22
H6 0.55 -0.08 -1.96
H7 0.61 1.97 -0.36
H8 2.29 1.51 -0.29
H9 0.48 0.85 1.81
H10 2.43 -0.89 1.70
H11 2.44 -1.87 -1.03
N1 -0.22 -0.35 0.06

Computed properties:
HOMO-LUMO gap (eV): 9.57
HOMO level (eV): -8.4

What are the Mulliken partial charges on each atom? They are as follows, in elementary charge units: atom 1 (C): -1.312, atom 2 (C): -0.358, atom 3 (C): -0.432, atom 4 (C): -0.386, atom 5 (C): -0.256, atom 6 (C): -0.606, atom 7 (C): -0.698, atom 8 (H): 0.351, atom 9 (H): 0.293, atom 10 (H): 0.422, atom 11 (H): 0.346, atom 12 (H): 0.385, atom 13 (H): 0.590, atom 14 (H): 0.313, atom 15 (H): 0.291, atom 16 (H): 0.478, atom 17 (H): 0.470, atom 18 (H): 0.367, atom 19 (N): -0.260


Name the least stable of them. <w>.